1.
# C47H56FN4O5P2SW

A structure of composition C47H56FN4O5P2SW at a distorted geometry (ωB97M-V/def2-TZVPD, OMol25).

Calculated values
HOMO energy (spin up / spin down): -13.27 / -13.28 eV
Orbital gap (spin up / spin down): 0.2164 / 0.2080 Ha
<S²>: 2.01
Largest force on an atom: 4.16 eV Å⁻¹
Total energy: -3666.80999 Eh
Energy above the lowest of the compared OMol25 structures with the same formula, charge and spin: 75.9 kJ/mol

```
! RIJCOSX wB97M-V def2-TZVPD def2/J DEFGRID3
* xyz 3 3
W 0.2740 6.9152 27.1556
C 0.9369 -0.3175 29.1091
C 2.0323 0.7464 29.2930
N 1.8208 1.8981 28.4066
C 1.1066 2.9241 28.9415
C 0.7248 3.9899 28.1708
C -0.0979 5.1946 28.4719
O 0.2090 6.0625 29.3313
O -1.0310 5.4275 27.5453
C 1.2376 4.1289 26.8153
O 1.2134 5.2634 26.1581
C 1.8995 3.0293 26.2040
C 2.1450 2.9421 24.8137
C 2.7830 1.8216 24.3253
F 3.0041 1.7745 22.9568
C 3.1936 0.7172 25.1352
C 2.8318 0.7835 26.5028
C 2.1734 1.8911 27.0390
N 3.9142 -0.3751 24.6112
C 3.4070 -1.7322 24.8348
C 4.5680 -2.7207 24.8704
N 5.4269 -2.5471 23.6430
C 5.9396 -1.1167 23.4557
C 4.7468 -0.1554 23.4275
H 1.1098 -1.1858 29.7573
H 0.9080 -0.6588 28.0574
H -0.0618 0.1000 29.3624
H 3.0458 0.3266 29.1190
H 2.0072 1.1271 30.3309
H 0.7994 2.8496 29.9911
H 1.8666 3.7664 24.1470
H 3.0933 -0.0686 27.1466
H 2.6854 -2.0587 24.0649
H 2.8553 -1.7466 25.7956
H 4.1815 -3.7574 24.9065
H 5.1899 -2.5235 25.7418
H 4.9191 -2.8457 22.7797
H 6.2643 -3.1566 23.7436
H 6.5119 -1.0487 22.5139
H 6.5930 -0.8827 24.3238
H 4.1793 -0.3088 22.4925
H 5.1255 0.8818 23.4094
C 0.3938 14.8930 27.9471
S -0.7376 13.7675 28.8049
C -1.9126 13.3663 27.4814
C -2.0150 11.8642 27.2343
C -0.6219 11.3656 26.8888
N -0.4519 9.9171 26.9319
P -1.2507 8.7257 27.9776
C -2.8021 8.2666 27.1851
C -2.7211 7.2976 26.1581
C -3.8536 6.8326 25.5254
C -5.0942 7.3745 25.8641
C -5.1548 8.3778 26.8136
C -4.0267 8.8330 27.4796
C -1.5268 9.4864 29.5840
C -2.6682 9.1394 30.3278
C -2.9381 9.8133 31.5176
C -2.0920 10.8215 31.9630
C -0.9610 11.1494 31.2303
C -0.6488 10.4677 30.0628
P 0.4175 9.0458 25.7036
C 2.1434 9.5799 25.5557
C 3.1615 8.6002 25.5140
C 4.4918 8.9840 25.4453
C 4.8236 10.3336 25.3309
C 3.8078 11.2744 25.3017
C 2.4709 10.9209 25.4270
C -0.4169 9.6475 24.1877
C 0.3480 10.0667 23.0872
C -0.2779 10.6043 21.9737
C -1.6622 10.7486 21.9236
C -2.4192 10.3251 23.0054
C -1.8028 9.8356 24.1594
H 1.1622 15.1734 28.6816
H -0.1412 15.7980 27.6290
H 0.8780 14.3849 27.0945
H -1.6567 13.9395 26.5722
H -2.8808 13.7334 27.8558
H -2.7041 11.6911 26.3771
H -2.4096 11.3683 28.1303
H 0.0882 11.8422 27.5854
H -0.3710 11.7175 25.8728
H -1.7448 6.8833 25.8639
H -3.7672 6.0264 24.7864
H -6.0139 7.0165 25.3792
H -6.1238 8.8198 27.0512
H -4.0957 9.6588 28.2053
H -3.3025 8.3177 29.9941
H -3.8291 9.5555 32.1115
H -2.3336 11.3718 32.8905
H -0.3114 11.9664 31.5614
H 0.2747 10.7011 29.5181
H 2.8871 7.5588 25.5926
H 5.2891 8.2277 25.4731
H 5.8696 10.6500 25.2627
H 4.0639 12.3275 25.2110
H 1.6687 11.6826 25.3594
H 1.4487 9.9795 23.0971
H 0.3338 10.9134 21.1253
H -2.1368 11.1825 21.0323
H -3.5142 10.3598 22.9678
H -2.3868 9.6476 25.0684
C 2.6689 8.0830 28.9860
O 1.9786 7.5456 27.8147
H 3.7466 8.0085 28.8315
H 2.3809 7.5368 29.8948
H 2.4008 9.1476 29.1155
C 1.9622 7.1156 22.1840
C 1.3680 6.2064 23.2569
O 0.3240 6.8288 24.0495
H 2.6794 6.5416 21.5625
H 2.4794 7.9860 22.5996
H 1.1706 7.4944 21.5137
H 2.1345 5.9148 23.9952
H 0.9805 5.2966 22.7793
H -0.2921 7.1624 23.3749
*
```

Here are the Mulliken charges for atoms 1 to 99, given in e:
1 W 0.657
2 C -0.905
3 C -0.984
4 N 0.135
5 C -0.173
6 C -0.715
7 C 0.674
8 O -0.530
9 O -0.575
10 C 0.789
11 O -0.589
12 C 1.046
13 C -0.520
14 C 0.712
15 F -0.342
16 C -1.232
17 C -0.802
18 C 0.333
19 N 0.269
20 C -0.386
21 C -0.734
22 N -0.145
23 C -0.930
24 C -0.577
25 H 0.400
26 H 0.274
27 H 0.320
28 H 0.422
29 H 0.455
30 H 0.556
31 H 0.283
32 H 0.517
33 H 0.211
34 H 0.247
35 H 0.385
36 H 0.362
37 H 0.420
38 H 0.377
39 H 0.416
40 H 0.368
41 H 0.408
42 H 0.454
43 C -0.847
44 S -0.005
45 C -1.064
46 C -0.038
47 C -0.669
48 N 0.588
49 P 1.086
50 C 0.939
51 C 0.015
52 C -1.231
53 C -0.801
54 C -0.949
55 C -0.110
56 C 0.863
57 C -0.599
58 C -0.813
59 C -0.576
60 C -0.635
61 C -0.462
62 P 0.895
63 C 0.808
64 C -0.343
65 C -0.757
66 C -0.872
67 C -0.708
68 C -0.283
69 C 0.991
70 C -0.756
71 C -0.834
72 C -0.763
73 C -1.157
74 C -0.095
75 H 0.374
76 H 0.311
77 H 0.196
78 H 0.484
79 H 0.499
80 H 0.142
81 H 0.102
82 H 0.193
83 H 0.576
84 H -0.318
85 H 0.512
86 H 0.434
87 H 0.465
88 H 0.440
89 H 0.597
90 H 0.407
91 H 0.412
92 H 0.459
93 H 0.262
94 H 0.408
95 H 0.445
96 H 0.403
97 H 0.466
98 H 0.403
99 H 0.463

=====

2.
# C47H56GaGeNO2P2Te

A structure of composition C47H56GaGeNO2P2Te at a distorted geometry (ωB97M-V/def2-TZVPD, OMol25).

Calculated values
HOMO energy (spin up / spin down): -17.73 / -17.71 eV
Orbital gap (spin up / spin down): 0.2106 / 0.1751 Ha
Largest force on an atom: 3.29 eV Å⁻¹
Total energy: -6980.90338 Eh
Energy above the lowest of the compared OMol25 structures with the same formula, charge and spin: 157.2 kJ/mol

```
! RIJCOSX wB97M-V def2-TZVPD def2/J DEFGRID3
* xyz 4 1
Ga 0.2058 0.9590 -0.4499
O -1.0408 1.1271 0.8620
P -2.5722 1.3430 0.9921
C -3.3469 1.0300 -0.6303
P -2.4203 1.7633 -2.0658
O -0.9602 1.1937 -1.9224
C -3.0657 1.1385 -3.5725
C -3.2687 1.9831 -4.6252
C -3.7404 1.4722 -5.8301
C -3.9868 0.1311 -5.9430
C -3.6851 -0.7563 -4.8916
C -3.2385 -0.2321 -3.7161
C -2.3879 3.5040 -1.8844
C -3.5753 4.2385 -1.6391
C -3.5281 5.5856 -1.3696
C -2.3019 6.2643 -1.3237
C -1.1459 5.5928 -1.6688
C -1.1714 4.2170 -1.9320
C -3.1412 0.1724 2.2397
C -2.6634 0.5102 3.5252
C -2.8930 -0.3018 4.6414
C -3.6817 -1.4524 4.4544
C -4.2069 -1.7616 3.2111
C -3.9256 -0.9712 2.1174
C -2.8749 3.0150 1.4685
C -1.8208 3.9123 1.6518
C -2.0771 5.2212 2.0821
C -3.3887 5.6476 2.2810
C -4.4667 4.7394 2.1666
C -4.2022 3.4462 1.7351
H -4.3711 1.3945 -0.6772
H -3.4347 -0.0373 -0.8125
H -3.1614 3.0850 -4.5894
H -3.9805 2.1327 -6.6563
H -4.3523 -0.3646 -6.8454
H -3.8333 -1.8098 -5.0315
H -3.0223 -0.9019 -2.8825
H -4.5396 3.6955 -1.5285
H -4.4387 6.0525 -1.1131
H -2.2339 7.2767 -0.9983
H -0.1955 6.1164 -1.7203
H -0.2557 3.7084 -2.2137
H -2.1055 1.4356 3.6530
H -2.5428 0.0231 5.6261
H -3.9380 -2.0736 5.3259
H -4.8887 -2.5899 3.1305
H -4.4505 -1.1892 1.2176
H -0.8013 3.5754 1.4489
H -1.2434 5.9004 2.1853
H -3.5678 6.6956 2.4993
H -5.4364 5.0995 2.3338
H -5.0248 2.7511 1.6084
C 4.3516 -1.2783 -5.0601
C 3.3489 -0.6693 -4.0721
C 2.8625 -1.7754 -3.1469
C 1.9016 -1.2640 -2.1315
Ge 2.6506 0.1993 -1.0073
C 3.7090 -0.3884 0.5305
C 4.8533 -1.2298 -0.0694
C 5.9207 -0.4201 -0.8030
C 6.6156 -1.3614 -1.7496
H 4.8604 -0.5245 -5.6643
H 3.8444 -1.9406 -5.7744
H 5.0991 -1.7875 -4.4720
H 2.5178 -0.2523 -4.6069
H 3.7880 0.1574 -3.5186
H 3.7284 -2.2267 -2.6624
H 2.4438 -2.5871 -3.7422
H 1.6962 -2.0173 -1.3327
H 0.9926 -0.9374 -2.6053
H 3.0361 1.4976 -1.7170
H 3.1175 -0.9946 1.1982
H 4.0779 0.4917 1.1652
H 4.4481 -1.9953 -0.7487
H 5.3909 -1.8007 0.7035
H 6.6225 -0.0465 -0.0414
H 5.5669 0.4829 -1.2945
H 7.0024 -2.2604 -1.2041
H 7.4742 -0.9013 -2.2836
H 5.8998 -1.6887 -2.5178
C 0.3120 -3.8810 -0.3633
Te -0.6956 -2.6763 0.9463
C -2.1561 -4.1645 1.1175
C -1.4658 -5.3837 0.6230
C -2.0211 -6.6674 0.7455
C -1.4836 -7.8140 0.1646
C -0.2859 -7.6868 -0.5539
C 0.2665 -6.4288 -0.6368
C -0.2646 -5.2232 -0.1425
H 1.3522 -3.7482 -0.0329
H 0.1293 -3.4464 -1.3390
H -2.9372 -3.8247 0.4588
H -2.5919 -4.3003 2.1221
H -2.9193 -6.8563 1.2473
H -1.9773 -8.7470 0.2632
H 0.1928 -8.5673 -0.9604
H 1.1857 -6.5119 -1.2271
N 1.8968 1.6296 4.4622
C 3.0683 1.1579 4.8424
C 3.2498 -0.2679 4.9396
C 4.3700 -0.8225 5.4862
C 5.4087 0.0320 5.8345
C 5.3153 1.4466 5.6605
C 4.1642 1.9972 5.1718
H 1.1702 1.0280 4.1382
H 1.7503 2.6208 4.3158
H 2.4162 -0.8678 4.6339
H 4.5155 -1.8781 5.6211
H 6.3236 -0.3954 6.2363
H 6.2278 2.0160 5.8642
H 4.0531 3.0421 5.0656
*
```

Here are the Mulliken charges for atoms 1 to 99, given in e:
1 Ga -0.070
2 O 0.817
3 P 1.274
4 C -1.297
5 P 1.259
6 O 0.208
7 C 0.818
8 C -0.346
9 C -0.906
10 C -0.541
11 C -0.742
12 C -0.634
13 C 0.521
14 C -0.258
15 C -0.715
16 C -0.587
17 C -0.764
18 C -0.794
19 C 0.482
20 C -0.998
21 C -0.852
22 C -0.508
23 C -0.874
24 C -0.167
25 C 0.464
26 C -0.064
27 C -0.688
28 C -0.476
29 C -0.959
30 C -0.694
31 H 0.680
32 H 0.559
33 H 0.347
34 H 0.439
35 H 0.403
36 H 0.468
37 H 0.162
38 H 0.369
39 H 0.522
40 H 0.535
41 H 0.463
42 H 0.623
43 H 0.394
44 H 0.513
45 H 0.460
46 H 0.588
47 H 0.537
48 H 0.274
49 H 0.461
50 H 0.466
51 H 0.531
52 H 0.410
53 C -1.363
54 C -0.386
55 C -0.733
56 C 0.220
57 Ge -0.647
58 C -0.366
59 C -0.957
60 C -0.182
61 C -1.128
62 H 0.383
63 H 0.352
64 H 0.333
65 H 0.369
66 H 0.391
67 H 0.123
68 H 0.575
69 H -0.986
70 H 0.916
71 H 0.203
72 H 0.332
73 H 0.392
74 H 0.179
75 H 0.563
76 H 0.377
77 H 0.281
78 H 0.320
79 H 0.390
80 H 0.040
81 C -0.494
82 Te 0.527
83 C -0.824
84 C 0.919
85 C -0.894
86 C -0.514
87 C -0.733
88 C -0.716
89 C -0.192
90 H 0.518
91 H 0.485
92 H 0.473
93 H 0.582
94 H 0.476
95 H 0.478
96 H 0.454
97 H 0.354
98 N -0.241
99 C 1.093